A molecular structure, C27H28MoN7O6P2, computed with ωB97M-V with the def2-TZVPD basis set.

Last column: Löwdin spin population.
Positions of all 71 atoms, in Å:
Mo: -0.4405 0.7547 0.2174  1.6907
C: 1.9668 0.1557 -3.3227  0.0019
C: 2.0814 0.9088 -2.0341  0.0169
C: 1.9230 0.2584 -0.8020  -0.0108
C: 2.0414 0.9754 0.4102  -0.0060
C: 2.2832 2.3521 0.3837  0.0484
C: 2.4581 2.9898 -0.8402  -0.0031
C: 2.3689 2.2738 -2.0249  0.0277
H: 2.0376 -0.9210 -3.1724  0.0000
H: 2.7475 0.4543 -4.0214  0.0006
H: 1.0096 0.3767 -3.8049  0.0006
H: 1.9083 -0.8238 -0.7886  0.0015
H: 2.1307 0.4415 1.3494  0.0040
H: 2.4132 2.8968 1.3096  0.0021
H: 2.6835 4.0467 -0.8719  -0.0007
H: 2.5345 2.7869 -2.9645  0.0008
C: -2.6549 -0.7798 -3.2881  -0.0022
C: -2.2037 0.0209 -2.2467  0.0138
N: -1.3747 -0.4682 -1.3224  -0.0093
C: -1.0060 -1.7599 -1.4329  0.0089
C: -1.4550 -2.5291 -2.4991  -0.0031
N: -2.2708 -2.0399 -3.4196  0.0129
C: -0.1884 -2.2428 -0.3251  0.0075
C: 0.3573 -3.4993 -0.2138  0.0001
C: 1.0678 -3.8518 0.9445  0.0178
C: 1.1171 -2.9042 1.9753  -0.0028
C: 0.5323 -1.6686 1.8063  0.0114
N: -0.0618 -1.3167 0.6473  -0.0104
C: 0.3299 -0.6698 2.8535  0.0035
C: 0.6594 -0.8440 4.1868  0.0005
N: 0.2401 -0.0086 5.1297  0.0072
C: -0.5521 0.9764 4.7504  0.0010
C: -0.8657 1.2005 3.4087  0.0100
N: -0.3858 0.4085 2.4490  -0.0081
C: 1.6868 -5.1737 1.0835  0.0028
C: 2.1952 -5.8404 -0.0306  0.0053
C: 2.7828 -7.0838 0.1526  -0.0009
N: 2.8634 -7.6770 1.3372  0.0060
C: 2.3688 -7.0503 2.3973  -0.0009
C: 1.7809 -5.7949 2.3278  0.0052
H: -3.3347 -0.3803 -4.0304  -0.0004
H: -2.4826 1.0566 -2.1767  0.0007
H: -1.1618 -3.5660 -2.6050  -0.0004
H: 0.2160 -4.2303 -0.9967  -0.0003
H: 1.6098 -3.1502 2.9048  -0.0004
H: 1.2615 -1.6829 4.5123  -0.0001
H: -0.9588 1.6272 5.5148  -0.0002
H: -1.5279 2.0104 3.1528  0.0002
H: 2.1832 -5.3992 -1.0191  0.0002
H: 3.2049 -7.6215 -0.6876  -0.0001
H: 2.4414 -7.5708 3.3445  -0.0001
H: 1.3696 -5.3532 3.2260  0.0002
N: -3.7154 3.8061 -1.0558  0.0003
C: -2.3077 4.0449 -0.5350  0.0028
C: -2.1807 5.5497 -0.2786  0.0012
P: -0.9752 3.4982 -1.7273  0.0077
O: -1.8624 3.1957 -3.0258  0.0018
O: 0.0543 4.5144 -1.8820  0.0022
O: -0.5148 2.0952 -1.2352  0.0467
P: -2.1671 3.1127 1.0357  0.0089
O: -0.5743 3.2321 1.3146  0.0086
O: -3.0665 3.6138 2.0616  -0.0008
O: -2.2149 1.5941 0.6650  0.0698
H: -3.8354 4.2406 -1.9764  0.0000
H: -4.3913 4.2293 -0.4067  0.0000
H: -3.9549 2.8156 -1.1467  0.0003
H: -2.3278 6.1099 -1.2038  0.0001
H: -1.1762 5.7889 0.0637  0.0001
H: -2.9023 5.8748 0.4725  0.0000
H: -1.5469 3.6375 -3.8311  0.0002
H: -0.2714 3.9768 1.8571  0.0000

Computed properties:
HOMO (spin up / spin down) in eV: -16.2 / -16.2
Net charge: +3
Energy in eV: -71583.5827
Multiplicity: 3
Expectation value of S²: 2.022
LUMO energy (spin up / spin down) in eV: -10.54 / -10.92
Frontier orbital gap (spin up / spin down) in eV: 5.68 / 5.30
ΔE to the lowest compared entry with this formula, charge and spin in kJ/mol: 112.2